# 1
# C37H32Cl2N5O4STi

C37H32Cl2N5O4STi as an isolated structure (wB97M-V/def2-TZVPD, the Open Molecules 2025 dataset).

Cartesian coordinates (Å):
1 Ti -0.04132 -0.12000 -0.13043
2 C 3.08688 1.21503 -3.02868
3 C 2.40543 -0.03103 -3.51414
4 C 2.35464 -0.32217 -4.87233
5 C 1.77425 -1.49633 -5.33433
6 C 1.29424 -2.41992 -4.41845
7 C 1.34777 -2.16972 -3.04952
8 C 0.92773 -3.24347 -2.08423
9 C 1.84560 -0.94008 -2.60319
10 N 1.77460 -0.58883 -1.23477
11 C 2.93348 -0.61311 -0.55310
12 O 4.03717 -0.98356 -0.94921
13 C 2.77440 -0.08878 0.84894
14 C 3.75560 -0.13185 1.82313
15 C 3.45534 0.39017 3.07330
16 C 2.20735 0.94139 3.32226
17 C 1.28138 0.94554 2.29358
18 N 1.59202 0.45641 1.10117
19 C -0.10924 1.51808 2.39819
20 O -0.42571 2.15277 3.40140
21 N -0.84849 1.28169 1.29672
22 C -2.08532 1.97261 1.21715
23 C -3.28298 1.26004 1.32013
24 C -3.26118 -0.21475 1.59901
25 C -4.48673 1.93999 1.18557
26 C -4.51154 3.30645 0.95595
27 C -3.31903 4.00588 0.87842
28 C -2.09673 3.35787 1.01445
29 C -0.81913 4.14656 0.97638
30 H 3.34322 1.86584 -3.86595
31 H 2.44544 1.77019 -2.33894
32 H 4.00128 0.95102 -2.49455
33 H 2.79164 0.38238 -5.57188
34 H 1.74397 -1.71242 -6.39513
35 H 0.89311 -3.36613 -4.76295
36 H 1.64621 -4.06534 -2.11918
37 H 0.88559 -2.87568 -1.06015
38 H -0.05173 -3.64730 -2.33823
39 H 4.71267 -0.57469 1.58924
40 H 4.19857 0.36382 3.85980
41 H 1.93125 1.35692 4.28006
42 H -2.64462 -0.44220 2.47029
43 H -4.26953 -0.58955 1.77517
44 H -2.84724 -0.77092 0.75701
45 H -5.41451 1.38626 1.26748
46 H -5.45602 3.82419 0.84440
47 H -3.32873 5.07652 0.70908
48 H -0.97637 5.11060 0.49096
49 H -0.45561 4.31990 1.99094
50 H -0.03481 3.61246 0.43838
51 Cl -3.51709 -6.43038 1.42811
52 C -2.53048 -4.98724 1.31386
53 C -1.75104 -4.62120 2.40574
54 C -0.96270 -3.48614 2.28852
55 Cl 0.04403 -3.02979 3.63331
56 C -0.90811 -2.69640 1.13673
57 O -0.08090 -1.68085 1.08005
58 C -1.77626 -3.06223 0.05106
59 C -1.89906 -2.28362 -1.11390
60 O -1.36364 -1.09779 -1.31169
61 C -2.55258 -4.24216 0.16503
62 H -1.74564 -5.20188 3.31457
63 H -2.49962 -2.68366 -1.93264
64 H -3.18984 -4.53587 -0.65904
65 N -0.78515 0.21163 -3.67068
66 C -0.39723 1.45864 -3.39296
67 S -0.43430 2.05565 -1.81643
68 N 0.06348 2.15082 -4.47271
69 C 0.72787 3.39126 -4.56490
70 C 1.71076 3.49359 -5.54856
71 C 2.39599 4.67957 -5.74250
72 C 2.11242 5.78446 -4.95252
73 C 1.12057 5.68762 -3.98887
74 C 0.41680 4.50762 -3.79414
75 H -1.05012 -0.37852 -2.86844
76 H -0.36782 -0.25459 -4.46487
77 H 0.17453 1.58200 -5.30054
78 H 1.94668 2.62510 -6.15364
79 H 3.16095 4.73377 -6.50560
80 H 2.65211 6.71100 -5.09250
81 H 0.87562 6.54491 -3.37628
82 H -0.36000 4.45540 -3.05358

**Kohn-Sham gap (spin up / spin down)**: 5.64 / 7.68 eV
**Spin multiplicity**: 3
**Total charge**: -1

***

# 2
# C4H16Br2CdN8O4

C4H16Br2CdN8O4 as an isolated structure at a distorted geometry (wB97M-V/def2-TZVPD, the Open Molecules 2025 dataset).

Cartesian coordinates (Å):
1 Cd 1.00658 0.49849 -0.35808
2 Br 1.51715 0.63384 -2.99739
3 Br 2.46818 2.40699 0.56415
4 C -1.64277 -1.21241 -1.21854
5 O -0.54014 -0.77277 -0.93556
6 N -2.16561 -1.11305 -2.41762
7 N -2.45389 -1.72983 -0.37860
8 H -1.63144 -0.67024 -3.15158
9 H -3.11224 -1.42885 -2.57343
10 H -2.14248 -1.80071 0.57958
11 H -3.41959 -1.85449 -0.64687
12 C -0.02712 0.09661 2.83856
13 O 0.14058 -0.06858 1.68155
14 N 0.46942 1.09318 3.50452
15 N -0.62969 -0.72539 3.65697
16 H 0.26845 1.15809 4.49219
17 H 0.83057 1.92953 3.06844
18 H -0.64525 -0.46970 4.63395
19 H -1.06940 -1.54028 3.25360
20 C 2.79625 -2.09683 -0.46377
21 O 2.09899 -1.18869 -0.14070
22 N 2.97367 -3.14841 0.30318
23 N 3.44400 -2.19247 -1.56578
24 H 3.66860 -3.86098 0.13165
25 H 2.51515 -3.20144 1.20153
26 H 3.21705 -1.51800 -2.28250
27 H 3.94913 -3.04052 -1.77971
28 C -1.33137 2.83386 -0.79472
29 O -0.67101 2.03926 -0.14197
30 N -1.39593 2.85524 -2.09605
31 N -1.89046 3.93172 -0.34811
32 H -2.18534 3.29517 -2.54702
33 H -0.95760 2.13320 -2.64978
34 H -1.94267 4.69779 -1.00425
35 H -1.50977 4.03069 0.58214

**Kohn-Sham gap**: 7.53 eV
**Spin multiplicity**: 1

***

# 3
# C15H35MnN4O9P

C15H35MnN4O9P as an isolated structure at a distorted geometry (wB97M-V/def2-TZVPD, the Open Molecules 2025 dataset).

Cartesian coordinates (Å):
1 O 2.64516 -0.18103 -3.77222
2 H 3.46307 -0.23668 -4.26562
3 Mn 0.70979 -0.79266 -1.19501
4 N 1.01506 0.90891 -1.94596
5 N 2.28134 -0.39204 -0.18179
6 N -1.06499 -0.86675 -1.76638
7 N 0.04819 -1.97407 0.10996
8 O 0.21865 1.62031 -2.65563
9 O -1.58914 -0.06706 -2.69708
10 O 0.78058 -2.47731 1.10444
11 O 2.77179 -1.06335 0.81616
12 C 2.97698 0.66701 -0.68254
13 C 2.27262 1.38850 -1.68206
14 C -1.89331 -1.73295 -1.11700
15 C -1.24629 -2.36850 -0.02184
16 C 2.78251 2.55587 -2.41741
17 H 2.81563 2.33764 -3.49302
18 H 3.79690 2.80386 -2.10482
19 H 2.13341 3.42363 -2.24663
20 C 4.34952 0.95104 -0.21368
21 H 5.00706 0.08420 -0.36854
22 H 4.34754 1.19155 0.85758
23 H 4.78325 1.79064 -0.75451
24 C -3.28515 -2.00220 -1.55694
25 C -1.88498 -3.36032 0.87698
26 H -3.41834 -1.67223 -2.59014
27 H -4.02203 -1.48884 -0.92779
28 H -3.48778 -3.07811 -1.50323
29 H -1.31957 -3.45795 1.80951
30 H -1.93417 -4.34661 0.39547
31 H -2.90988 -3.04368 1.10505
32 H -0.81663 0.69809 -2.83229
33 H 1.73834 -1.90924 1.04168
34 C 1.62098 -1.94352 -2.40341
35 H 2.16669 -1.35028 -3.27258
36 H 0.85267 -2.67438 -2.66721
37 H 2.35250 -2.47300 -1.78014
38 O 0.59889 0.27353 -5.37691
39 H 1.47646 0.31925 -4.89378
40 H 0.24177 -0.55829 -5.01650
41 C 1.43225 0.07977 4.43960
42 C 0.65478 -0.53616 3.31512
43 O 0.52721 0.29568 2.10950
44 P -0.07082 1.74428 1.68985
45 O -0.84304 2.29402 3.00411
46 C -1.70380 1.58575 3.94461
47 C -2.63727 0.62770 3.27532
48 O -1.33109 1.26023 0.69205
49 C -2.16041 2.25430 0.05998
50 C -3.51455 1.66517 -0.26998
51 H 2.45317 0.31262 4.10681
52 H 1.51125 -0.69893 5.21354
53 H 0.96134 0.98274 4.85628
54 H 1.19682 -1.40362 2.93338
55 H -0.32913 -0.91704 3.62269
56 H -1.05769 1.10384 4.68944
57 H -2.25026 2.39865 4.44713
58 H -2.08466 -0.16931 2.75355
59 H -3.27322 0.15215 4.02682
60 H -3.32421 1.16335 2.60786
61 H -2.27792 3.11479 0.72603
62 H -1.65966 2.57768 -0.86792
63 H -3.91207 1.04873 0.53801
64 H -4.20991 2.48772 -0.44470
65 H -3.47219 1.07290 -1.18323

**Kohn-Sham gap (spin up / spin down)**: 5.81 / 5.53 eV
**Spin multiplicity**: 6